(1)
Here is C42H34As2N4O7STi as an isolated structure in a non-equilibrium geometry from the OMol25 dataset. Energies are from ωB97M-V/def2-TZVPD.

Atoms and positions in Å:
Ti  0.132  -1.541  0.436
O  2.445  -1.574  -2.880
C  1.867  -1.866  -1.718
O  1.061  -1.007  -1.157
C  2.014  -3.067  -1.051
C  2.815  -4.226  -1.301
C  2.723  -5.290  -0.471
C  1.796  -5.284  0.639
C  1.041  -4.188  0.856
N  1.162  -3.070  0.046
C  -0.054  -3.971  1.870
O  -0.366  -4.746  2.727
O  -0.649  -2.780  1.640
H  2.219  -0.662  -3.117
H  3.492  -4.228  -2.145
H  3.336  -6.164  -0.641
H  1.685  -6.146  1.283
C  -1.343  0.991  -0.164
C  -2.607  0.166  -0.456
As  -2.094  -1.681  -0.929
C  -1.997  -1.776  -2.844
C  -1.114  -2.716  -3.367
C  -0.979  -2.852  -4.743
C  -1.726  -2.050  -5.593
C  -2.606  -1.110  -5.072
C  -2.740  -0.970  -3.699
C  -3.720  -2.610  -0.474
C  -3.881  -3.041  0.841
C  -5.066  -3.654  1.223
C  -6.081  -3.843  0.295
C  -5.911  -3.427  -1.017
C  -4.729  -2.812  -1.407
As  -0.511  1.570  -1.899
C  1.008  2.571  -1.209
C  1.544  3.569  -2.020
C  2.652  4.289  -1.599
C  3.241  4.016  -0.371
C  2.720  3.019  0.441
C  1.604  2.304  0.020
C  -1.770  3.046  -2.131
C  -2.670  2.972  -3.188
C  -3.631  3.961  -3.371
C  -3.693  5.030  -2.493
C  -2.792  5.116  -1.437
C  -1.835  4.129  -1.256
H  -0.662  0.402  0.477
H  -1.549  1.899  0.406
H  -3.227  0.643  -1.218
H  -3.222  0.049  0.441
H  -0.525  -3.339  -2.701
H  -0.285  -3.577  -5.148
H  -1.621  -2.154  -6.664
H  -3.185  -0.483  -5.737
H  -3.419  -0.226  -3.299
H  -3.079  -2.920  1.560
H  -5.190  -3.993  2.243
H  -7.003  -4.325  0.593
H  -6.699  -3.584  -1.742
H  -4.597  -2.502  -2.436
H  1.095  3.790  -2.983
H  3.060  5.063  -2.235
H  4.109  4.565  -0.035
H  3.202  2.807  1.388
H  1.208  1.526  0.662
H  -2.610  2.145  -3.887
H  -4.324  3.895  -4.199
H  -4.436  5.804  -2.633
H  -2.831  5.956  -0.757
H  -1.125  4.215  -0.440
O  6.726  1.447  2.858
S  6.778  2.895  2.953
O  5.742  3.584  2.206
O  6.125  3.276  4.905
C  4.994  2.862  5.303
N  4.580  3.220  6.555
C  3.419  2.748  6.952
C  2.596  1.922  6.181
C  3.099  1.630  4.927
N  4.253  2.086  4.480
C  2.402  0.754  3.938
C  1.030  0.514  3.967
C  0.458  -0.231  2.963
N  1.184  -0.762  1.961
C  2.518  -0.576  1.959
C  3.158  0.182  2.913
H  3.109  3.032  7.954
H  1.665  1.531  6.562
H  0.407  0.932  4.745
H  -0.610  -0.430  2.951
H  3.066  -1.041  1.148
H  4.225  0.373  2.868

Its total charge is 0. The calculation puts the HOMO energy (alpha / beta) at -7.487 / -7.480 eV. The calculation puts the electronic energy at -8085.86276 Eh. The relative energy (zero: lowest compared OMol25 entry of this formula, charge and spin) comes out at 0.0 kcal per mole.

(2)
Here is a 2-piece molecular cluster, C5H5N3O3 overall in a non-equilibrium geometry from the OMol25 dataset. Energies are from ωB97M-V/def2-TZVPD.

Atoms and positions in Å:
C  0.794  0.817  -0.540
C  0.285  -0.237  0.264
C  -0.078  0.922  -1.558
C  -1.030  -1.344  2.801
C  0.598  -0.881  1.504
N  -0.902  -0.651  -0.288
N  -1.091  0.011  -1.391
N  0.148  1.646  -2.769
O  1.024  2.489  -2.737
O  -0.649  1.472  -3.673
O  1.713  -0.604  2.164
H  1.697  1.308  -0.587
H  -0.604  -2.152  3.434
H  -1.917  -1.578  2.368
H  -1.966  -0.155  -1.974
H  1.978  -1.062  2.981

Its total charge is 0. The calculation puts the HOMO energy (alpha / beta) at -8.966 / -7.343 eV. The calculation puts the electronic energy at -583.18103 Eh. The relative energy (zero: lowest compared OMol25 entry of this formula, charge and spin) comes out at 207.2 kcal per mole.

(3)
Here is C35H41N5Re as an isolated structure from the OMol25 dataset. Energies are from ωB97M-V/def2-TZVPD.

Atoms and positions in Å:
Re  0.918  0.989  -0.314
N  -0.176  2.682  -1.219
C  0.165  3.967  -0.618
C  -0.216  5.177  -1.119
C  0.148  6.361  -0.441
C  0.864  6.309  0.721
C  1.268  5.064  1.258
C  1.999  4.917  2.458
C  2.347  3.667  2.894
C  1.996  2.550  2.125
N  1.317  2.645  0.995
C  0.929  3.889  0.562
H  -1.179  2.518  -1.142
H  0.027  2.682  -2.216
H  -0.800  5.238  -2.029
H  -0.156  7.314  -0.851
H  1.131  7.218  1.243
H  2.276  5.798  3.023
H  2.900  3.522  3.810
H  2.285  1.551  2.424
C  -5.163  -1.740  2.486
C  -4.724  -0.292  2.696
C  -4.579  -0.026  4.203
C  -5.788  0.647  2.105
C  -3.397  0.007  2.020
C  -2.814  1.276  2.130
C  -1.620  1.541  1.510
N  -0.953  0.627  0.777
C  -1.494  -0.603  0.662
C  -2.701  -0.928  1.265
C  -0.707  -1.548  -0.146
C  -1.022  -2.885  -0.282
C  -0.228  -3.743  -1.042
C  0.889  -3.168  -1.645
C  1.162  -1.830  -1.478
N  0.387  -1.011  -0.740
C  -0.595  -5.211  -1.178
C  -0.644  -5.838  0.224
C  -1.978  -5.308  -1.840
C  0.421  -5.973  -2.028
H  -6.110  -1.903  3.000
H  -4.443  -2.449  2.900
H  -5.324  -1.971  1.431
H  -5.521  -0.255  4.701
H  -4.342  1.017  4.415
H  -3.803  -0.653  4.644
H  -6.749  0.448  2.580
H  -5.904  0.490  1.031
H  -5.547  1.696  2.277
H  -3.290  2.060  2.701
H  -1.156  2.515  1.600
H  -3.103  -1.920  1.139
H  -1.895  -3.276  0.219
H  1.563  -3.752  -2.253
H  2.028  -1.381  -1.942
H  -1.405  -5.376  0.855
H  0.319  -5.757  0.730
H  -0.891  -6.896  0.138
H  -2.754  -4.834  -1.238
H  -2.250  -6.357  -1.958
H  -1.978  -4.846  -2.828
H  1.421  -5.946  -1.591
H  0.471  -5.589  -3.048
H  0.121  -7.019  -2.090
C  2.480  1.536  -3.916
C  3.701  1.097  -3.163
C  4.926  0.961  -3.795
C  6.052  0.581  -3.078
C  5.977  0.328  -1.715
C  4.775  0.444  -1.035
C  4.690  0.183  0.439
C  3.646  0.832  -1.781
N  2.429  0.933  -1.145
H  2.682  1.573  -4.984
H  2.178  2.542  -3.608
H  1.633  0.867  -3.751
H  5.001  1.157  -4.857
H  7.001  0.482  -3.588
H  6.866  0.033  -1.172
H  5.617  -0.256  0.801
H  3.870  -0.497  0.682
H  4.524  1.112  0.989

Its total charge is +2. Its expectation value of S² is 0.7632. The multiplicity is 2. The calculation puts the HOMO energy (alpha / beta) at -12.675 / -13.336 eV. The calculation puts the electronic energy at -1709.96558 Eh. The relative energy (zero: lowest compared OMol25 entry of this formula, charge and spin) comes out at 0.0 kcal per mole.

(4)
Here is C21H55Cl3N13O28P as an isolated structure in a non-equilibrium geometry from the OMol25 dataset. Energies are from ωB97M-V/def2-TZVPD.

Atoms and positions in Å:
C  5.613  1.734  0.329
C  4.541  2.269  -0.551
Cl  5.276  2.744  -2.095
C  3.425  1.276  -0.791
O  3.193  0.631  0.472
P  1.918  -0.234  0.739
O  1.630  -0.164  2.129
O  0.739  0.210  -0.172
C  -0.529  -0.097  0.528
C  -1.654  -0.065  -0.469
C  -2.938  0.262  0.250
N  -3.834  -0.891  0.293
O  2.233  -1.706  0.234
C  3.094  -2.458  1.075
Cl  2.468  -4.109  1.053
C  4.538  -2.439  0.639
C  4.824  -3.161  -0.662
Cl  5.431  -3.271  1.972
H  5.242  1.396  1.278
H  6.127  0.930  -0.145
H  6.312  2.518  0.529
H  4.095  3.139  -0.108
H  3.742  0.587  -1.544
H  2.563  1.806  -1.151
H  -0.660  0.654  1.269
H  -0.503  -1.057  0.991
H  -1.775  -1.066  -0.832
H  -1.494  0.612  -1.285
H  -2.743  0.534  1.270
H  -3.409  1.126  -0.190
H  -4.688  -0.564  0.722
H  -4.016  -1.158  -0.666
H  3.018  -2.149  2.099
H  4.923  -1.442  0.634
H  5.551  -3.931  -0.519
H  3.952  -3.626  -1.070
H  5.194  -2.495  -1.421
C  5.084  -3.714  5.274
N  5.544  -3.844  6.688
O  4.893  -4.534  7.439
O  6.559  -3.243  6.998
H  4.183  -4.301  5.150
H  4.896  -2.663  5.086
H  5.881  -4.080  4.638
C  9.771  0.263  1.953
N  9.047  0.644  0.709
O  7.971  0.118  0.493
O  9.578  1.462  -0.013
H  9.177  -0.466  2.487
H  10.728  -0.150  1.654
H  9.909  1.164  2.540
C  9.667  -2.963  6.596
N  10.884  -2.415  5.933
O  10.755  -1.425  5.236
O  11.929  -2.996  6.128
H  8.818  -2.348  6.332
H  9.537  -3.981  6.245
H  9.844  -2.947  7.666
C  -8.210  0.730  1.031
N  -6.783  1.134  1.144
O  -6.058  0.494  1.897
O  -6.408  2.072  0.478
H  -8.364  -0.126  1.676
H  -8.824  1.567  1.338
H  -8.391  0.476  -0.004
C  6.482  -0.614  -4.676
N  5.757  -1.593  -3.822
O  5.989  -2.772  -3.968
O  4.963  -1.139  -3.009
H  7.142  -1.163  -5.335
H  5.733  -0.058  -5.232
H  7.035  0.044  -4.013
C  -3.236  1.234  -4.988
N  -3.024  1.061  -3.524
O  -3.752  0.289  -2.931
O  -2.129  1.706  -3.007
H  -4.052  0.604  -5.294
H  -3.463  2.281  -5.161
H  -2.312  0.954  -5.485
C  -10.964  3.536  -2.248
N  -9.974  2.869  -1.354
O  -8.985  3.491  -1.037
O  -10.238  1.734  -1.000
H  -10.601  4.530  -2.476
H  -11.051  2.931  -3.144
H  -11.908  3.573  -1.716
C  1.028  -0.092  -3.314
N  2.073  0.602  -4.103
O  2.693  -0.031  -4.938
O  2.238  1.776  -3.842
H  0.967  -1.124  -3.635
H  1.317  -0.023  -2.270
H  0.092  0.432  -3.490
C  -6.335  1.727  4.924
N  -7.524  2.621  4.987
O  -7.601  3.415  5.900
O  -8.350  2.490  4.100
H  -5.686  1.946  5.762
H  -6.697  0.706  4.963
H  -5.837  1.922  3.980
C  -7.017  -1.026  -7.681
N  -6.082  -0.129  -6.945
O  -6.485  0.410  -5.933
O  -4.967  0.003  -7.413
H  -7.961  -1.044  -7.151
H  -7.133  -0.622  -8.681
H  -6.563  -2.010  -7.714
C  -0.307  3.798  2.802
N  -1.509  3.546  3.650
O  -1.656  2.430  4.109
O  -2.264  4.482  3.820
H  0.270  2.883  2.740
H  -0.662  4.108  1.824
H  0.264  4.591  3.274
C  -6.818  -1.210  -2.219
N  -7.790  -2.220  -1.703
O  -7.544  -3.392  -1.894
O  -8.768  -1.790  -1.121
H  -6.006  -1.733  -2.708
H  -7.351  -0.570  -2.915
H  -6.457  -0.635  -1.371

Its total charge is 0. The calculation puts the HOMO energy at -9.116 eV. The calculation puts the electronic energy at -5372.59660 Eh.